No. 1
This record from the Open Molecules 2025 dataset describes a structure of composition C8H8AuCl2LaN2O3Se at a distorted geometry. The level of theory is the ωB97M-V functional and the def2-TZVPD basis.

Values from the calculation:
- LUMO (spin up / spin down): -14.6 / -15.4 eV
- HOMO-LUMO gap (spin up / spin down): 5.94 / 5.07 eV
- E: -4132.311148 a.u.
- Spin multiplicity: 3
- HOMO (spin up / spin down): -0.7560 / -0.7509 Ha
- Total charge: +4

```
26
Properties=species:S:1:pos:R:3:forces:R:3
La -2.995 -0.573 -6.823 -0.142 -1.371 7.478
Au 0.153 0.755 -0.228 -1.612 1.595 -1.269
Cl -4.034 -2.774 -6.121 0.270 0.544 -0.565
Cl -0.717 2.313 -1.705 0.135 -0.895 0.800
C 1.956 0.238 0.181 6.919 -1.981 0.023
C -3.693 -1.241 -8.921 -3.215 -3.004 -10.296
C -2.326 0.806 -8.641 2.909 6.334 -8.810
O 3.084 -0.047 0.185 -5.236 1.389 0.171
O -3.979 -1.477 -10.030 1.545 1.205 6.291
O -2.052 1.461 -9.572 -1.545 -3.707 5.418
C 1.711 -2.192 2.401 0.143 -0.575 0.078
N 1.434 -0.907 3.035 -0.678 0.448 0.274
C 2.248 -0.256 3.949 -0.611 -0.122 -0.760
C 1.640 0.916 4.266 -0.753 -0.133 -0.610
N 0.451 0.964 3.563 -0.029 -0.880 -0.398
C -0.466 2.096 3.542 -0.331 0.561 0.269
C 0.297 -0.178 2.830 2.473 0.900 1.787
Se -1.061 -0.574 1.607 -0.304 -0.005 -0.097
H 0.876 -2.410 1.728 0.206 -0.186 -0.011
H 1.774 -2.989 3.151 -0.088 0.213 -0.137
H 2.654 -2.162 1.844 -0.257 0.082 0.138
H 3.194 -0.652 4.256 0.206 -0.213 0.122
H 1.948 1.730 4.895 0.046 0.079 0.178
H -0.882 2.268 4.540 0.000 -0.147 -0.216
H 0.058 3.007 3.231 -0.071 -0.291 -0.027
H -1.274 1.875 2.838 0.018 0.161 0.171
```
Forces are in eV/Å.

---

No. 2
This record from the Open Molecules 2025 dataset describes the molecule C4H9NO2S at a distorted geometry. The level of theory is the ωB97M-V functional and the def2-TZVPD basis.

Values from the calculation:
- LUMO (spin up / spin down): -0.3 / -0.3 eV
- HOMO-LUMO gap (spin up / spin down): 8.55 / 8.55 eV
- E: -761.099338 a.u.
- HOMO (spin up / spin down): -0.3244 / -0.3244 Ha
- Total charge: 0

```
17
Properties=species:S:1:pos:R:3:forces:R:3
C -0.392 0.222 -0.944 0.736 -0.081 -0.787
C -0.015 1.317 0.045 1.167 -2.651 -0.104
C 0.221 -0.801 0.006 -2.142 3.344 1.080
C 1.307 2.029 0.062 -0.043 1.251 -0.359
N -1.783 -2.438 -0.196 0.550 -0.662 1.174
O -0.429 -2.320 2.053 -0.030 0.359 -1.379
O -2.092 -0.607 1.431 1.049 0.461 -0.411
S -1.006 -1.482 1.015 -1.981 -0.416 0.797
H -1.464 0.062 -0.955 -0.157 0.226 -0.375
H 0.005 0.276 -2.010 -0.309 0.006 1.539
H -0.778 1.673 0.762 0.485 -0.666 -0.408
H 0.906 -1.617 -0.049 1.443 0.505 -0.654
H 1.682 2.248 1.061 -0.339 0.033 0.132
H 1.300 3.004 -0.496 -0.717 -0.452 0.599
H 2.133 1.585 -0.443 0.312 -1.191 -0.444
H -1.697 -3.369 0.212 -0.071 -0.214 -0.480
H -2.773 -2.212 -0.175 0.048 0.150 0.078
```
Forces are in eV/Å.

---

No. 3
This record from the Open Molecules 2025 dataset describes the molecule C4H5NO2S at a distorted geometry. The level of theory is the ωB97M-V functional and the def2-TZVPD basis.

Values from the calculation:
- LUMO: 0.7 eV
- HOMO-LUMO gap: 8.85 eV
- E: -758.717938 a.u.
- HOMO: -0.2979 Ha
- Total charge: 0
- SMILES string: COn1ccoc1=S

```
13
Properties=species:S:1:pos:R:3:forces:R:3
C 0.152 -1.444 -0.262 -1.724 -2.041 0.223
C -1.006 -2.065 0.067 1.351 0.229 -0.112
C -1.366 0.075 0.046 -0.129 2.510 0.428
C 1.363 1.725 0.113 -1.167 -0.559 2.594
N -0.021 -0.097 -0.263 -1.613 -0.547 0.260
O -1.938 -1.093 0.340 0.542 -0.750 -0.561
O 0.853 0.790 -0.861 -1.333 -0.423 0.970
S -2.224 1.455 0.215 0.130 0.575 -0.247
H 0.971 -2.013 -0.508 2.182 -0.439 -0.643
H -1.249 -3.128 0.117 -0.050 0.745 0.169
H 2.045 2.200 -0.537 1.151 1.014 -0.017
H 1.887 1.100 1.009 -1.182 1.715 -2.089
H 0.533 2.494 0.522 1.841 -2.031 -0.972
```
Forces are in eV/Å.

---

No. 4
This record from the Open Molecules 2025 dataset describes the molecule C4H2FNS at a distorted geometry. The level of theory is the ωB97M-V functional and the def2-TZVPD basis.

Values from the calculation:
- LUMO: -1.3 eV
- HOMO-LUMO gap: 8.00 eV
- E: -706.346042 a.u.
- HOMO: -0.3430 Ha
- Total charge: 0
- SMILES string: N#C/C(C=S)=C/F

```
9
Properties=species:S:1:pos:R:3:forces:R:3
C -0.870 -0.991 0.387 0.951 0.939 -2.635
C -0.077 -0.011 -0.152 -0.712 -1.032 2.045
C 0.379 1.181 0.572 0.341 -0.481 2.205
C 0.592 -0.303 -1.361 3.041 -1.003 -5.611
H -1.195 -1.827 -0.172 0.296 -0.894 -0.955
H 0.329 1.046 1.746 -0.188 0.626 -2.343
N 1.233 -0.493 -2.359 -3.087 0.771 4.669
F -1.508 -1.011 1.495 -0.440 0.997 2.247
S 1.119 2.408 -0.156 -0.201 0.077 0.377
```
Forces are in eV/Å.

---

No. 5
This record from the Open Molecules 2025 dataset describes a structure of composition C28H29N5O5SSn. The level of theory is the ωB97M-V functional and the def2-TZVPD basis.

Values from the calculation:
- LUMO: -6.1 eV
- HOMO-LUMO gap: 7.79 eV
- E: -2346.461294 a.u.
- HOMO: -0.5112 Ha
- Total charge: +2

```
69
Properties=species:S:1:pos:R:3:forces:R:3
Sn -0.627 0.369 0.143 -0.123 0.164 -0.155
C 0.232 -1.580 3.145 0.028 -0.029 -0.046
C -1.164 -1.049 3.096 -0.029 0.080 -0.015
C -2.077 -1.565 4.012 -0.033 0.008 0.009
C -3.350 -1.056 4.088 0.015 -0.024 0.022
C -3.680 0.021 3.282 -0.003 0.008 -0.017
C -2.745 0.492 2.387 0.015 -0.028 -0.010
N -1.521 -0.064 2.248 0.008 -0.028 0.014
C -3.032 1.673 1.539 0.000 0.010 -0.008
C -4.169 2.450 1.693 -0.029 0.024 0.013
C -4.346 3.552 0.875 0.021 -0.023 0.022
C -3.384 3.858 -0.071 0.001 -0.006 -0.036
C -2.274 3.038 -0.184 0.005 0.062 0.071
N -2.113 1.983 0.619 -0.003 -0.038 0.093
C -1.158 3.331 -1.108 -0.102 -0.015 -0.043
C -1.295 4.207 -2.173 0.043 0.010 0.016
C -0.161 4.520 -2.903 0.025 -0.030 0.031
C 1.050 3.973 -2.514 -0.030 0.026 0.040
C 1.100 3.070 -1.454 0.124 0.009 -0.067
C 2.414 2.497 -1.025 0.036 0.190 -0.071
N -0.014 2.723 -0.792 -0.014 0.020 -0.058
H 0.498 -1.764 4.185 -0.010 -0.001 -0.015
H 0.307 -2.529 2.615 0.011 -0.015 -0.064
H 0.944 -0.877 2.736 0.079 0.050 -0.082
H -1.756 -2.362 4.668 0.000 -0.004 -0.003
H -4.071 -1.463 4.785 -0.002 -0.003 -0.002
H -4.659 0.466 3.354 -0.002 0.007 -0.011
H -4.899 2.222 2.451 -0.004 0.000 0.002
H -5.219 4.180 0.990 -0.002 -0.004 -0.002
H -3.481 4.737 -0.689 -0.012 -0.009 -0.011
H -2.252 4.634 -2.432 -0.004 -0.005 0.019
H -0.217 5.200 -3.742 0.006 0.002 -0.002
H 1.968 4.250 -3.015 -0.010 -0.007 0.002
H 3.232 3.109 -1.399 -0.006 0.018 -0.045
H 2.464 2.465 0.059 -0.033 0.234 -0.276
H 2.540 1.482 -1.409 -0.011 0.037 0.017
C 1.834 -6.039 -0.919 0.006 0.003 0.010
O 2.922 -5.126 -0.732 0.007 -0.017 -0.016
C 2.668 -3.870 -0.416 -0.002 0.004 0.044
C 3.819 -3.054 -0.228 -0.003 -0.041 -0.026
C 3.663 -1.763 0.135 -0.041 0.043 0.001
C 2.371 -1.165 0.304 -0.007 -0.085 0.056
C 2.282 0.133 0.838 -0.204 -0.018 0.107
C 3.486 0.832 1.397 0.062 -0.107 0.083
O 1.192 0.821 0.944 0.143 -0.316 0.298
C 1.224 -1.992 0.064 0.097 0.115 0.205
O -0.007 -1.564 0.186 -0.015 -0.132 0.120
C 1.394 -3.341 -0.266 0.074 -0.031 0.053
H 2.291 -6.993 -1.152 -0.002 -0.001 -0.001
H 1.206 -5.716 -1.750 -0.005 -0.003 -0.002
H 1.246 -6.122 -0.005 -0.002 -0.002 -0.002
H 4.793 -3.500 -0.365 -0.001 -0.004 -0.001
H 4.546 -1.161 0.289 0.008 0.016 0.014
H 4.032 0.186 2.081 -0.006 -0.026 0.015
H 3.169 1.727 1.925 0.015 -0.007 0.009
H 4.168 1.117 0.593 0.020 -0.029 0.045
H 0.502 -3.936 -0.397 0.004 -0.006 0.005
O -3.314 -1.888 0.592 0.005 0.012 -0.003
S -3.290 -1.247 -0.708 0.005 -0.034 -0.017
N -2.236 -0.237 -1.018 0.020 0.046 -0.010
C 0.090 -1.739 -2.973 -0.009 0.046 -0.074
C 0.371 -0.277 -2.881 0.087 -0.057 -0.018
N 0.615 0.381 -4.004 -0.002 0.039 0.033
O 0.427 0.353 -1.795 -0.083 -0.135 -0.156
H 0.210 -2.111 -3.987 -0.024 0.002 -0.008
H -0.931 -1.913 -2.640 -0.052 -0.020 0.040
H 0.758 -2.279 -2.302 -0.044 0.056 -0.130
H 0.628 -0.085 -4.896 -0.018 0.001 -0.001
H 0.784 1.376 -3.970 0.013 -0.002 -0.007
```
Forces are in eV/Å.

---

No. 6
This record from the Open Molecules 2025 dataset describes a cluster of 2 separate species, C4H7NO2 in total. The level of theory is the ωB97M-V functional and the def2-TZVPD basis.

Values from the calculation:
- LUMO: 0.9 eV
- HOMO-LUMO gap: 8.97 eV
- E: -361.699658 a.u.
- HOMO: -0.2967 Ha
- Total charge: 0

```
14
Properties=species:S:1:pos:R:3:forces:R:3
C -1.812 0.672 -0.208 0.114 -0.027 -0.167
C -0.475 -0.146 1.156 -0.317 0.147 -0.320
O -0.231 -1.375 0.644 -0.267 0.115 -0.080
C 0.791 -1.237 -0.351 0.057 -0.030 -0.050
C 1.449 0.070 0.018 0.090 -0.066 -0.128
N 2.513 0.547 -0.445 -0.425 -0.075 0.260
O 0.649 0.636 0.993 -0.144 0.193 -0.115
H -2.320 1.601 0.066 0.165 -0.108 0.059
H -2.523 -0.113 -0.463 0.098 0.004 -0.062
H -1.072 0.854 -0.974 -0.002 0.036 -0.248
H -1.518 0.318 1.225 0.599 -0.338 0.670
H 0.356 -1.195 -1.359 0.080 0.014 0.215
H 1.477 -2.082 -0.279 -0.089 0.138 -0.001
H 2.716 1.452 -0.023 0.039 -0.002 -0.032
```
Forces are in eV/Å.